one:
C3H5N | ωB97M-V with the def2-TZVPD basis set

Output
HOMO level (eV): -9.8
Total charge: 0

Cartesian coordinates (Å):
C  -1.122  -0.785  -0.003
C  0.317  -0.511  0.010
C  -0.176  0.935  0.075
N  -1.572  0.413  0.064
H  -1.693  -1.777  -0.160
H  0.776  -0.796  0.960
H  0.846  -0.597  -0.892
H  0.062  1.447  0.949
H  0.214  1.509  -1.000

Mulliken atomic charge list, values in e, 4 entries: 0.045, -0.432, -0.363, -0.508



two:
C3H5N | ωB97M-V with the def2-TZVPD basis set

Output
HOMO level (eV): -9.7
Total charge: 0

Cartesian coordinates (Å):
H  -1.182  2.290  1.237
N  -0.333  1.582  1.182
C  -0.561  0.687  0.354
C  0.543  -0.325  0.114
C  0.536  -1.193  -0.926
H  -1.435  0.402  -0.335
H  1.374  -0.506  0.990
H  1.476  -1.745  -1.227
H  -0.418  -1.193  -1.388

Mulliken atomic charge list, values in e, 4 entries: 0.255, -0.542, -0.036, 0.035



What is the stability order? It is two, one, from most stable to least stable.



one:
C6H13N3 | ωB97M-V with the def2-TZVPD basis set

Output
HOMO level (eV): -8.1
Total charge: 0

Cartesian coordinates (Å):
C  -0.342  -0.204  -1.512
C  -0.316  0.927  -0.649
C  -0.660  2.351  -1.437
C  1.487  -0.828  2.163
C  1.298  -2.391  2.023
C  -0.062  -1.817  1.070
H  0.852  -0.504  -1.286
H  -0.204  0.232  -2.613
H  -0.871  -1.296  -1.256
H  -0.124  3.224  -0.919
H  -0.267  2.285  -2.702
H  -2.979  1.652  -1.762
H  -1.970  3.754  -2.147
H  2.521  -0.576  1.923
H  1.079  -0.503  3.207
H  2.104  -2.820  1.182
H  0.799  -2.897  2.849
H  -0.124  -2.339  0.227
H  -0.968  -1.414  1.484
N  -2.117  2.594  -1.257
N  0.196  0.926  0.526
N  0.667  -0.357  0.885

Mulliken atomic charge list, values in e, 4 entries: -0.925, 0.695, -0.528, -0.605



two:
C6H13N3 | ωB97M-V with the def2-TZVPD basis set

Output
HOMO level (eV): -8.7
Total charge: 0

Cartesian coordinates (Å):
H  2.586  -1.072  -1.451
N  3.175  -0.583  -0.710
C  2.400  0.314  -0.103
N  1.034  0.437  -0.237
C  0.092  1.189  0.545
C  -0.818  2.238  0.011
C  0.078  -0.353  0.165
C  0.504  -1.435  1.226
C  -1.036  -0.591  -0.898
N  -2.219  -1.148  -0.075
H  2.759  1.194  0.613
H  0.442  1.513  1.518
H  -0.154  3.128  -0.391
H  -1.565  2.448  0.961
H  -1.705  1.931  -0.775
H  1.205  -2.122  0.615
H  -0.445  -1.972  1.614
H  1.298  -1.013  1.813
H  -0.882  -1.300  -1.757
H  -1.527  0.175  -1.633
H  -3.120  -0.597  -0.719
H  -2.103  -2.382  -0.334

Mulliken atomic charge list, values in e, 4 entries: 0.269, -0.679, 0.180, -0.242



What is the stability order? It is two, one, from most stable to least stable.



one:
C6H13N3 | ωB97M-V with the def2-TZVPD basis set

Output
HOMO level (alpha / beta) (eV): -8.0 / -8.0
Total charge: 0

Cartesian coordinates (Å):
C  -1.257  -0.336  0.743
N  -0.496  -1.570  0.948
N  -2.661  -0.711  0.718
C  1.734  0.159  -0.890
C  2.618  -0.783  -0.383
H  -1.130  0.386  1.562
H  -2.862  -1.276  -0.100
H  -3.265  0.102  0.732
H  -0.955  -2.116  1.672
H  0.449  -1.362  1.255
H  1.933  0.522  -1.904
H  2.983  -1.592  -0.997
H  2.919  -0.790  0.655
C  1.213  1.266  -0.013
C  -0.784  0.332  -0.522
C  -1.428  1.140  -1.341
N  1.316  1.348  1.268
H  1.750  0.519  1.674
H  0.881  2.160  -0.537
H  0.470  -0.368  -1.128
H  -0.958  1.563  -2.221
H  -2.469  1.406  -1.191

Mulliken atomic charge list, values in e, 4 entries: 0.345, -0.684, -0.651, -0.004



two:
C6H13N3 | ωB97M-V with the def2-TZVPD basis set

Output
HOMO level (eV): -8.4
Total charge: 0

Cartesian coordinates (Å):
C  -0.367  1.796  0.350
C  -1.505  0.557  -1.416
C  2.441  1.048  -0.129
C  -1.339  -0.688  1.506
C  0.280  -1.880  0.154
C  0.053  0.483  -0.122
N  -0.754  2.843  0.618
N  1.154  0.580  -0.887
N  -0.067  -0.572  0.836
H  -1.414  1.323  -2.310
H  -1.659  -0.464  -1.788
H  -2.244  0.742  -0.631
H  2.124  2.022  0.355
H  2.698  0.453  0.710
H  3.230  0.978  -0.843
H  -1.664  0.251  2.011
H  -2.134  -1.165  0.836
H  -1.081  -1.427  2.348
H  -0.339  -1.906  -0.809
H  1.413  -1.852  -0.073
H  -0.072  -2.794  0.664
H  1.246  -0.329  -1.380

Mulliken atomic charge list, values in e, 4 entries: 0.174, -0.862, -0.878, -0.996



three:
C6H13N3 | ωB97M-V with the def2-TZVPD basis set

Output
HOMO level (eV): -9.3
Total charge: 0

Cartesian coordinates (Å):
H  -3.072  1.082  1.266
N  -2.570  0.432  0.650
C  -1.421  0.876  0.323
C  -0.841  2.190  0.748
C  -0.517  0.023  -0.872
C  -1.234  -1.208  -1.354
N  0.229  0.769  -1.620
H  0.347  0.351  -2.544
H  -0.641  2.165  1.823
H  0.110  2.379  0.246
H  -1.528  3.009  0.519
H  -0.523  -1.850  -1.879
H  -1.644  -1.770  -0.515
H  -2.034  -0.921  -2.038
H  2.003  -2.867  0.653
N  1.096  -2.390  0.719
C  1.218  -1.125  0.695
C  2.487  -0.339  0.636
H  0.160  -0.414  0.663
H  3.356  -0.990  0.513
H  2.423  0.368  -0.194
H  2.595  0.231  1.562

Mulliken atomic charge list, values in e, 4 entries: 0.277, -0.624, 0.599, -1.313



four:
C6H13N3 | ωB97M-V with the def2-TZVPD basis set

Output
HOMO level (eV): -8.3
Total charge: 0

Cartesian coordinates (Å):
C  -0.002  2.923  0.969
N  0.671  2.477  -0.227
C  0.551  1.294  -0.669
C  1.249  0.882  -1.921
N  -0.091  0.250  0.060
N  -0.613  -0.847  -0.713
C  0.361  -1.949  -0.687
C  -0.897  -2.052  0.082
C  -0.985  -2.021  1.569
H  0.190  2.238  1.849
H  -1.109  2.888  0.871
H  0.279  3.943  1.216
H  0.508  0.416  -2.598
H  2.059  0.186  -1.743
H  1.663  1.728  -2.457
H  -0.831  0.597  0.636
H  1.260  -1.711  -0.132
H  0.470  -2.544  -1.606
H  -1.721  -2.632  -0.363
H  -0.130  -1.526  2.036
H  -1.871  -1.481  1.902
H  -1.011  -3.061  1.928

Mulliken atomic charge list, values in e, 4 entries: -0.871, -0.592, 0.631, -1.087



What is the stability order? It is four, three, two, one, from most stable to least stable.



one:
C3H10OS | ωB97M-V with the def2-TZVPD basis set

Output
HOMO level (eV): -8.3
Total charge: 0

Cartesian coordinates (Å):
C  1.413  3.965  0.363
C  0.989  2.641  -0.306
S  1.250  1.110  0.707
C  0.000  0.000  0.000
H  0.845  4.304  1.246
H  1.232  4.672  -0.464
H  2.488  3.980  0.610
H  -0.081  2.633  -0.590
H  1.585  2.615  -1.238
H  0.001  -0.989  0.488
H  0.293  -0.129  -1.055
H  -1.024  0.408  0.033
O  2.831  -0.703  -3.471
H  3.515  -1.241  -3.011
H  3.325  -0.219  -4.171

Mulliken atomic charge list, values in e, 4 entries: -1.045, -0.367, -0.112, -0.796



two:
C3H10OS | ωB97M-V with the def2-TZVPD basis set

Output
HOMO level (eV): -8.1
Total charge: 0

Cartesian coordinates (Å):
C  -2.443  0.151  -0.974
S  -0.703  0.363  -0.604
C  -0.790  1.196  0.988
H  -2.933  1.210  -1.267
H  -3.108  -0.218  -0.124
H  -2.679  -0.418  -1.900
H  0.094  0.913  1.739
H  -0.812  2.282  0.796
H  -1.779  1.002  1.601
C  2.838  -0.810  0.134
O  1.722  -1.205  0.906
H  3.110  -1.489  -0.682
H  2.580  0.143  -0.418
H  3.665  -0.646  0.787
H  1.697  -2.159  0.989

Mulliken atomic charge list, values in e, 4 entries: -0.849, -0.002, -0.718, 0.247



three:
C3H10OS | ωB97M-V with the def2-TZVPD basis set

Output
HOMO level (eV): -9.1
Total charge: 0

Cartesian coordinates (Å):
C  1.496  -0.001  -1.049
C  0.514  -0.898  -0.337
C  -0.180  -0.217  0.809
S  -0.951  -1.517  1.942
H  1.608  -0.351  -2.091
H  2.389  0.030  -0.433
H  1.226  1.025  -1.265
H  -0.216  -1.507  -0.922
H  1.125  -1.756  0.041
H  -1.140  0.215  0.596
H  0.404  0.608  1.262
H  -0.789  -1.184  3.218
O  -1.966  2.079  -0.835
H  -1.620  2.351  0.006
H  -1.901  1.123  -0.942

Mulliken atomic charge list, values in e, 4 entries: -1.225, -0.338, -0.472, -0.281



What is the stability order? It is one, three, two, from most stable to least stable.



one:
C3H11NS2 | ωB97M-V with the def2-TZVPD basis set

Output
HOMO level (eV): -8.0
Total charge: 0

Cartesian coordinates (Å):
C  0.785  -2.400  1.724
S  0.555  -1.263  0.362
S  1.197  0.510  1.328
C  1.117  1.639  -0.091
H  1.770  -2.288  2.239
H  -0.040  -2.273  2.468
H  0.742  -3.429  1.269
H  0.091  1.585  -0.520
H  1.218  2.645  0.302
H  1.894  1.461  -0.920
C  -2.962  1.338  -1.843
N  -2.052  0.819  -2.870
H  -2.859  0.852  -0.890
H  -4.037  1.185  -2.184
H  -2.815  2.407  -1.719
H  -1.045  0.835  -2.583
H  -2.222  -0.129  -3.141

Mulliken atomic charge list, values in e, 4 entries: -0.831, -0.025, -0.074, -0.522



two:
C3H11NS2 | ωB97M-V with the def2-TZVPD basis set

Output
HOMO level (eV): -8.5
Total charge: 0

Cartesian coordinates (Å):
C  -0.700  -0.011  -2.637
C  -0.487  -0.370  -1.183
N  -1.497  -1.304  -0.640
H  -1.367  0.840  -2.789
H  0.254  0.349  -3.018
H  -1.131  -0.794  -3.260
H  0.478  -0.871  -1.069
H  -0.493  0.468  -0.480
H  -2.135  -0.861  0.006
H  -2.061  -1.710  -1.374
C  1.041  -0.274  2.528
S  2.089  0.955  3.327
S  2.350  2.468  1.954
H  0.971  -0.121  1.456
H  0.038  -0.308  2.934
H  1.568  -1.224  2.623
H  1.081  2.768  1.623

Mulliken atomic charge list, values in e, 4 entries: -1.137, -0.001, -0.572, 0.307



What is the stability order? It is two, one, from most stable to least stable.



one:
C3H7N | ωB97M-V with the def2-TZVPD basis set

Output
HOMO level (eV): -8.9
Total charge: 0

Cartesian coordinates (Å):
C  -0.433  1.670  0.578
C  -0.795  0.397  0.207
C  0.108  -0.792  0.230
N  0.572  -1.243  -1.059
H  0.563  1.984  0.973
H  -1.096  2.476  0.433
H  -1.762  0.240  -0.226
H  -0.379  -1.649  0.772
H  1.020  -0.522  0.806
H  0.976  -0.534  -1.739
H  1.228  -2.027  -0.975

Mulliken atomic charge list, values in e, 4 entries: -0.683, -0.132, -0.291, -0.610



two:
C3H7N | ωB97M-V with the def2-TZVPD basis set

Output
HOMO level (eV): -10.0
Total charge: 0

Cartesian coordinates (Å):
C  -4.907  0.379  -5.122
C  -3.932  0.253  -4.235
H  -4.768  0.524  -6.188
H  -5.936  0.300  -4.776
H  -2.958  -0.207  -4.376
H  -4.231  0.203  -3.191
C  4.359  -0.637  4.181
N  4.553  -0.030  5.279
H  4.302  -1.729  4.084
H  3.904  -0.133  3.314
H  4.634  0.952  5.003

Mulliken atomic charge list, values in e, 4 entries: -0.428, -0.464, 0.241, 0.205



What is the stability order? It is one, two, from most stable to least stable.